The following is a quantum chemistry calculation of a structure of composition C41H35ClN2Si2Zn, from OMol25.

largest force on an atom = 3.722 eV/Å
gap between HOMO and LUMO (alpha / beta) = 3.006 / 3.002 eV
total energy = -122756.2475 eV
molar mass = 712.76 u
energy relative to the best compared isomer or geometry (same formula, charge and spin) = 82.68 kcal per mole
E_HOMO (alpha / beta) = -4.63 / -4.62 eV

```
! wB97M-V def2-TZVPD RIJCOSX def2/J DEFGRID3
* xyz 0 1
C -0.95 1.22 1.09
C 0.39 0.82 1.37
C 1.23 1.30 0.32
H 0.72 0.23 2.24
C 0.42 1.99 -0.60
C -0.92 1.94 -0.14
H -1.80 2.39 -0.63
H -1.83 1.01 1.70
H 2.31 1.14 0.25
H 0.76 2.47 -1.52
Zn 1.58 -1.16 -2.25
Si 3.43 -5.53 -0.59
C 4.24 -4.90 0.94
C 5.03 -5.69 1.81
H 5.30 -6.72 1.53
C 5.44 -5.20 3.05
H 5.98 -5.86 3.74
C 5.16 -3.88 3.41
H 5.42 -3.50 4.41
C 4.49 -3.05 2.51
H 4.29 -2.01 2.76
C 4.08 -3.55 1.27
H 3.63 -2.87 0.53
C 4.25 0.50 -1.56
C 5.04 1.09 -0.55
H 5.61 0.49 0.15
C 5.16 2.48 -0.46
H 5.81 2.92 0.30
C 4.40 3.30 -1.29
H 4.39 4.38 -1.15
C 3.63 2.74 -2.30
H 3.05 3.36 -2.98
C 3.56 1.35 -2.44
H 3.03 0.96 -3.31
H 3.99 -4.60 -1.61
Si 4.59 -1.23 -2.24
C 5.95 -0.81 -3.53
C 7.29 -0.79 -3.12
H 7.60 -1.33 -2.21
C 8.27 -0.06 -3.80
H 9.30 -0.06 -3.42
C 7.91 0.64 -4.95
H 8.68 1.17 -5.51
C 6.59 0.60 -5.40
H 6.30 1.17 -6.29
C 5.62 -0.17 -4.73
H 4.60 -0.23 -5.13
C 5.68 -2.38 -1.20
C 6.36 -2.04 -0.02
H 6.05 -1.16 0.55
C 7.38 -2.86 0.48
H 7.88 -2.57 1.40
C 7.72 -4.07 -0.13
H 8.48 -4.73 0.30
C 7.06 -4.41 -1.31
H 7.28 -5.35 -1.80
C 6.06 -3.59 -1.83
H 5.55 -3.94 -2.73
H 2.05 -5.25 -0.38
Cl 3.11 -2.43 -3.37
C -1.95 1.23 -4.15
C -0.64 0.77 -3.93
N -0.33 -0.17 -3.00
C -1.36 -0.61 -2.21
C -2.70 -0.12 -2.33
C -2.99 0.79 -3.36
C -3.67 -0.55 -1.37
C -3.33 -1.32 -0.30
C -2.00 -1.78 -0.10
C -1.56 -2.44 1.05
C -0.23 -2.75 1.19
C 0.68 -2.42 0.20
N 0.28 -1.79 -0.93
C -1.03 -1.46 -1.10
H -2.14 1.95 -4.95
H 0.18 1.17 -4.53
H -4.04 1.10 -3.50
H -4.70 -0.22 -1.51
H -4.07 -1.62 0.45
H -2.29 -2.69 1.82
H 0.15 -3.23 2.09
H 1.73 -2.68 0.29
*
```

***

The following is a quantum chemistry calculation of a cluster of 12 separate species, C7H38NO11 in total, from OMol25.

largest force on an atom = 1.396 eV/Å
gap between HOMO and LUMO = 9.153 eV
total energy = -31883.2964 eV
molar mass = 312.38 u
energy relative to the best compared isomer or geometry (same formula, charge and spin) = 38.53 kcal per mole
E_HOMO = -11.51 eV

```
! wB97M-V def2-TZVPD RIJCOSX def2/J DEFGRID3
* xyz 1 1
C 0.05 -3.21 -0.60
C -0.17 -1.82 -0.02
C -0.03 -0.72 -1.08
C -1.30 -0.02 -1.50
C -1.34 1.17 -2.09
C -0.11 1.97 -2.47
C -2.62 -0.81 -1.44
N 0.81 -1.61 1.14
H 0.79 -3.08 -1.39
H -0.88 -3.46 -1.12
H 0.34 -4.04 0.04
H -1.15 -1.79 0.46
H 0.71 -0.01 -0.73
H 0.43 -1.19 -1.95
H -2.31 1.60 -2.29
H -0.35 3.04 -2.50
H 0.32 1.63 -3.41
H 0.62 1.82 -1.67
H -2.70 -1.19 -2.46
H -2.68 -1.66 -0.77
H -3.49 -0.19 -1.28
H 1.31 -2.47 1.36
H 1.46 -0.85 0.92
H 0.39 -1.28 2.01
H -1.06 0.29 3.73
H -0.92 -0.41 5.11
O -0.42 -0.04 4.37
H -2.90 0.95 2.19
H -1.64 0.57 1.56
O -2.24 0.24 2.26
H 2.75 -0.17 -5.33
H 1.77 -0.83 -4.25
O 1.99 -0.04 -4.75
H -0.01 5.53 1.84
H -0.86 5.56 0.63
O -0.63 4.96 1.35
H 1.26 1.14 1.65
H 0.07 2.18 1.40
O 0.31 1.26 1.49
H -2.28 2.96 0.19
H -1.81 3.52 1.57
O -2.46 2.95 1.14
H 2.71 -2.40 -3.23
H 2.01 -3.49 -4.00
O 1.82 -2.74 -3.43
H 3.28 1.25 -1.95
H 2.34 0.77 -0.88
O 3.09 0.47 -1.42
H -3.82 -2.43 2.16
H -2.74 -1.34 1.89
O -2.97 -2.29 1.73
H 2.00 -2.08 4.32
H 1.05 -0.95 3.97
O 1.79 -1.47 3.60
H 3.71 1.14 0.60
H 3.61 1.57 2.10
O 3.13 1.55 1.27
*
```